# C25H50Br4O21

A 9-piece molecular cluster, C25H50Br4O21 overall at a distorted geometry (ωB97M-V with the def2-TZVPD basis set, the Open Molecules 2025 dataset).

```
100
Properties=species:S:1:pos:R:3:forces:R:3
C -0.487154 11.202627 14.521099 1.0 1.4 -0.9
O -0.018720 12.210548 13.527496 0.1 -0.9 0.5
C 0.389842 13.397848 13.983497 0.3 0.7 0.7
O 0.305672 13.809187 15.127045 0.1 -0.5 -1.1
O 0.935841 14.070437 12.945455 0.1 0.8 0.7
C 1.299167 15.498332 13.171797 1.8 -1.0 0.0
H -0.246274 11.590779 15.486071 -0.3 0.3 0.7
H 0.084580 10.282868 14.416809 -0.2 0.0 -0.6
H -1.539681 11.115024 14.328723 -0.4 -0.4 0.2
H 2.087566 15.655428 13.982164 -1.3 -0.7 -0.7
H 0.401587 16.053042 13.421124 0.1 0.1 -0.2
H 1.849760 15.786678 12.231431 -1.2 -0.2 0.8
C -2.794779 11.864124 17.496092 0.8 -0.5 0.8
O -2.810751 12.752178 16.404913 -0.2 0.2 -0.8
C -3.670624 12.462268 15.424646 0.4 2.5 0.1
O -4.445407 11.573743 15.438326 -1.0 -1.6 -0.4
O -3.581771 13.468027 14.514575 -0.4 -1.0 0.0
C -4.521948 13.425629 13.401054 -0.1 -0.6 0.5
H -3.623114 11.980812 18.196568 -0.1 0.4 -0.2
H -1.843016 12.122383 17.955823 -0.2 -0.2 0.5
H -2.763898 10.808638 17.228013 0.0 0.1 -0.4
H -5.424372 12.786860 13.603529 0.9 0.8 0.1
H -4.023470 13.036151 12.520245 0.2 -0.1 0.0
H -4.743159 14.468216 13.232196 -0.4 0.1 -0.1
C -3.505919 16.182813 19.423325 -0.6 0.6 -0.8
O -3.411081 16.226432 20.848167 -0.2 -0.1 0.0
C -2.870461 17.302286 21.378904 1.4 0.3 1.6
O -2.214041 18.150855 20.803945 -1.1 -0.4 0.5
O -3.062149 17.220793 22.744718 0.5 -0.8 -1.9
C -2.615158 18.340320 23.526785 -1.8 0.0 -0.2
H -2.704070 16.760514 18.895333 -0.3 -1.0 0.7
H -4.456120 16.672995 19.136196 0.3 -0.2 0.1
H -3.609986 15.113815 19.177669 0.5 0.6 -0.1
H -1.551906 18.265906 23.873029 -1.0 0.3 -0.7
H -3.344407 18.266984 24.375030 1.1 0.4 -0.4
H -2.960951 19.160167 22.856583 1.2 0.4 1.1
C 3.670163 20.238107 20.999297 -0.8 -0.5 -0.6
O 4.172351 21.356861 20.178636 -0.1 -2.5 0.8
C 3.543642 22.472137 20.416074 -2.3 1.3 0.6
O 2.474649 22.562397 21.030297 2.1 0.4 -0.9
O 4.257045 23.435377 19.838833 -0.3 1.0 0.4
C 3.861759 24.850079 20.077500 0.9 -1.6 -0.1
H 3.586787 20.521606 22.040410 0.3 0.3 0.2
H 4.406293 19.429808 20.891417 -0.4 0.3 -0.1
H 2.612151 19.890982 20.747886 1.5 0.6 -0.3
H 2.859244 24.964870 19.673159 0.1 0.3 0.0
H 4.674826 25.359653 19.492278 -1.1 0.0 0.9
H 3.886840 25.005385 21.180052 0.1 0.2 -0.9
C 3.787573 22.074296 16.176794 1.5 1.1 -1.0
O 3.119158 23.143992 15.347410 1.5 -1.9 0.4
C 2.343767 23.877301 16.084961 -2.3 0.9 3.1
O 2.237855 23.845763 17.316251 0.6 0.1 -1.7
O 1.543842 24.650047 15.346330 0.2 0.0 -1.0
C 0.804671 25.674787 16.027840 0.3 -1.0 1.0
H 3.171344 21.180637 16.177644 -0.1 0.2 0.3
H 4.102525 22.486529 17.138248 -0.9 -0.2 0.1
H 4.782747 21.855940 15.729180 -1.0 0.1 -0.5
H 0.001476 25.298238 16.655369 0.1 -0.6 0.1
H 0.314397 26.286891 15.315617 0.1 0.6 -1.0
H 1.507062 26.176992 16.670231 0.0 0.7 0.1
C 2.843336 17.383738 24.761137 -1.1 0.6 -0.3
O 1.631564 17.117222 23.955450 1.6 0.1 0.4
C 1.862887 16.955686 22.641704 0.4 0.6 -0.3
O 2.890065 17.198332 22.014326 -1.2 -0.4 1.1
O 0.712800 16.538815 22.152326 -0.2 -0.4 -2.2
C 0.672250 16.472096 20.653856 1.1 -0.4 0.5
H 2.536186 18.189550 25.473931 0.6 -0.4 -0.8
H 3.648966 17.645710 24.036338 -0.4 -0.1 1.0
H 3.022909 16.493501 25.365723 0.3 0.0 -0.3
H 0.391040 17.468132 20.269386 0.4 -0.6 0.2
H -0.088405 15.747332 20.361600 -0.1 0.2 0.4
H 1.670808 16.054975 20.278466 -1.4 1.0 0.5
C 2.035408 18.499626 17.698254 -1.3 0.0 -1.4
O 1.384847 17.792070 16.544736 0.0 0.1 1.5
C 0.209377 17.221021 16.886445 0.5 0.2 -1.1
O -0.256981 17.189335 17.989720 -0.1 0.1 0.5
O -0.363087 16.707588 15.787641 -0.4 0.0 0.8
C -1.661694 16.135059 16.110101 -0.3 -1.1 0.4
H 1.407803 19.373437 17.909564 0.4 0.0 -0.1
H 3.015930 18.733854 17.324969 0.3 0.3 0.0
H 2.087044 17.922901 18.600376 0.0 -0.7 0.2
H -1.993532 15.525311 15.254566 0.4 0.4 0.2
H -2.385981 16.945986 16.298737 0.4 -0.3 0.0
H -1.595159 15.426568 17.005307 0.0 1.1 -1.2
Br -2.401623 19.076522 13.204106 0.5 0.0 0.0
C -0.618923 19.827547 13.541496 -0.9 1.0 -0.8
C 0.480571 19.202754 12.800327 -0.5 -1.3 -1.1
Br 0.301869 19.126456 10.857164 -0.1 0.2 0.1
H -0.455152 19.641438 14.557956 0.2 -0.2 1.6
H -0.697891 20.881300 13.382203 -0.2 0.6 -0.1
H 0.413817 18.181260 13.095142 0.6 -0.9 0.0
H 1.456046 19.599220 12.970780 0.4 0.5 0.4
Br -2.380384 20.242431 16.644429 0.0 0.3 0.2
C -2.286764 20.647700 18.546655 -0.9 -0.8 0.9
C -2.925802 21.938916 18.993906 -1.0 0.7 -1.7
Br -1.754115 23.415068 18.412765 -0.4 -0.1 0.2
H -1.258293 20.621850 18.846341 0.5 -0.1 0.0
H -2.801710 19.793832 19.015626 0.3 0.4 -0.1
H -3.126902 22.065281 20.046180 0.6 -0.3 0.4
H -3.932278 22.093903 18.527404 1.0 -0.1 0.0
```
Forces are in eV/Å.

The HOMO-LUMO gap comes out at 10.36 eV. Its SMILES is COC(=O)OC.COC(=O)OC.COC(=O)OC.COC(=O)OC.COC(=O)OC.COC(=O)OC.COC(=O)OC.BrCCBr.BrCCBr. Its total charge is 0. The energy above the lowest of the compared OMol25 structures with the same formula, charge and spin is 123.0 kJ/mol. For the LUMO energy, the calculation gives 0.4 eV.

Atomic partial charges in e from the Löwdin method, atoms 1 to 99: atom 1 (C): 0.030, atom 2 (O): 0.000, atom 3 (C): -0.587, atom 4 (O): 0.101, atom 5 (O): -0.017, atom 6 (C): -0.008, atom 7 (H): 0.072, atom 8 (H): 0.096, atom 9 (H): 0.083, atom 10 (H): 0.115, atom 11 (H): 0.062, atom 12 (H): 0.106, atom 13 (C): -0.056, atom 14 (O): -0.025, atom 15 (C): -0.633, atom 16 (O): 0.152, atom 17 (O): -0.027, atom 18 (C): -0.013, atom 19 (H): 0.099, atom 20 (H): 0.099, atom 21 (H): 0.097, atom 22 (H): 0.110, atom 23 (H): 0.088, atom 24 (H): 0.086, atom 25 (C): -0.026, atom 26 (O): 0.006, atom 27 (C): -0.571, atom 28 (O): 0.091, atom 29 (O): -0.045, atom 30 (C): -0.034, atom 31 (H): 0.085, atom 32 (H): 0.103, atom 33 (H): 0.098, atom 34 (H): 0.107, atom 35 (H): 0.103, atom 36 (H): 0.099, atom 37 (C): -0.021, atom 38 (O): 0.005, atom 39 (C): -0.647, atom 40 (O): 0.086, atom 41 (O): -0.040, atom 42 (C): 0.008, atom 43 (H): 0.084, atom 44 (H): 0.093, atom 45 (H): 0.108, atom 46 (H): 0.077, atom 47 (H): 0.109, atom 48 (H): 0.102, atom 49 (C): 0.034, atom 50 (O): 0.036, atom 51 (C): -0.624, atom 52 (O): 0.069, atom 53 (O): 0.005, atom 54 (C): -0.024, atom 55 (H): 0.083, atom 56 (H): 0.082, atom 57 (H): 0.101, atom 58 (H): 0.057, atom 59 (H): 0.083, atom 60 (H): 0.094, atom 61 (C): -0.003, atom 62 (O): -0.023, atom 63 (C): -0.616, atom 64 (O): 0.068, atom 65 (O): 0.001, atom 66 (C): -0.004, atom 67 (H): 0.100, atom 68 (H): 0.095, atom 69 (H): 0.086, atom 70 (H): 0.077, atom 71 (H): 0.085, atom 72 (H): 0.118, atom 73 (C): 0.019, atom 74 (O): -0.010, atom 75 (C): -0.613, atom 76 (O): 0.093, atom 77 (O): -0.034, atom 78 (C): -0.038, atom 79 (H): 0.101, atom 80 (H): 0.085, atom 81 (H): 0.063, atom 82 (H): 0.083, atom 83 (H): 0.079, atom 84 (H): 0.112, atom 85 (Br): 0.591, atom 86 (C): -0.678, atom 87 (C): -0.680, atom 88 (Br): 0.601, atom 89 (H): -0.016, atom 90 (H): 0.060, atom 91 (H): 0.005, atom 92 (H): 0.059, atom 93 (Br): 0.669, atom 94 (C): -0.707, atom 95 (C): -0.645, atom 96 (Br): 0.609, atom 97 (H): 0.039, atom 98 (H): 0.040, atom 99 (H): 0.054